No. 1
Below is a cluster of 15 separate species, C32H88F5N3O16S in total, with properties calculated with ωB97M-V with the def2-TZVPD basis set.

XYZ file:
```
145
C32H88F5N3O16S ωB97M-V with the def2-TZVPD basis set
C 2.6991 6.9040 -0.4122
C 1.7183 5.7582 -0.1192
O 1.4364 5.1108 -1.3599
C 1.6644 3.7200 -1.3650
C 3.1359 3.3187 -1.1301
C 4.0356 3.3974 -2.3711
C 5.4177 2.7886 -2.0660
C 5.5302 1.3052 -2.3725
F 4.5050 0.8217 -3.0680
F 6.6208 1.1379 -3.1540
C 5.7425 0.3809 -1.1127
F 4.9614 -0.6868 -1.2267
F 6.9576 -0.0758 -1.0664
F 5.4081 0.9570 0.0134
N 1.2240 3.3612 -2.7127
C 1.0021 2.0262 -2.8388
O 0.9887 1.3631 -3.8109
C 0.8327 1.5267 -1.3708
C -0.2252 0.3882 -1.2929
N 0.3565 -0.9422 -1.0701
C 0.9643 -1.0621 0.2475
C 0.6465 2.8033 -0.5298
S -1.0323 3.3889 -1.1073
C 0.8457 2.7334 0.9760
C -0.1450 1.8921 1.8078
C -1.5364 2.5195 2.1062
C -2.6794 1.4589 1.9118
C -3.6432 1.8069 0.7836
N -4.7221 0.7550 0.7719
H 3.5539 6.4674 -0.9283
H 2.2371 7.6372 -1.0624
H 3.0688 7.3594 0.5054
H 0.7976 6.2149 0.2470
H 2.1960 5.1183 0.6137
H 3.2210 2.3139 -0.7200
H 3.5880 3.9776 -0.3883
H 4.2009 4.4506 -2.6010
H 3.6090 2.9532 -3.2642
H 5.6688 3.0292 -1.0367
H 6.1460 3.3118 -2.6771
H 1.6519 3.8649 -3.4783
H 1.7800 0.9926 -1.2540
H -1.0354 0.6113 -0.6056
H -0.6972 0.3410 -2.2768
H 0.9852 -1.2000 -1.8173
H 0.3203 -1.5659 0.9703
H 1.2598 -0.1088 0.6931
H 1.8768 -1.6579 0.1904
H -1.0667 4.6880 -0.7526
H 1.8214 2.2501 1.1147
H 0.9046 3.7102 1.4490
H 0.3351 1.7632 2.7748
H -0.3048 0.8935 1.4235
H -1.7420 3.4505 1.5873
H -1.5637 2.7634 3.1674
H -3.2765 1.4330 2.8182
H -2.2861 0.4575 1.7152
H -3.1841 1.7627 -0.1954
H -4.1546 2.7548 0.9427
H -4.6812 0.2823 -0.1242
H -5.6385 1.1886 0.7832
C 2.3689 -0.7184 4.2365
O 2.4540 0.4555 3.4283
H 1.5162 -1.3032 3.9050
H 3.2774 -1.3181 4.1330
H 2.2262 -0.4419 5.2806
H 3.2112 0.9690 3.7272
C -2.6014 -2.3554 2.8034
O -1.6633 -1.2823 2.8326
H -3.1170 -2.3381 1.8463
H -2.0905 -3.3148 2.9168
H -3.3336 -2.2367 3.6053
H -1.2210 -1.3137 3.6882
C -4.2674 3.0851 5.7260
O -3.0927 2.4576 5.2237
H -4.5587 3.8659 5.0278
H -5.0811 2.3603 5.8123
H -4.0740 3.5335 6.7045
H -2.8497 1.7702 5.8538
C 1.7238 -1.9476 7.6468
O 1.0109 -2.2983 6.4671
H 2.7604 -1.7507 7.3817
H 1.2877 -1.0480 8.0882
H 1.6870 -2.7708 8.3646
H 0.0972 -2.4678 6.7264
C -0.0705 -5.4941 3.2873
O -0.9727 -5.8195 4.3408
H -0.0106 -4.4108 3.2144
H 0.9236 -5.8935 3.5025
H -0.4366 -5.8987 2.3399
H -1.0193 -6.7792 4.3980
C -1.1761 -2.2251 -4.9013
O -1.9501 -1.9760 -3.7316
H -1.8308 -2.6496 -5.6582
H -0.7464 -1.2941 -5.2793
H -0.3722 -2.9346 -4.6849
H -1.3553 -1.6015 -3.0717
C -4.1284 -4.7484 -6.0728
O -4.9062 -4.4915 -4.9061
H -4.7793 -5.1783 -6.8309
H -3.6988 -3.8196 -6.4563
H -3.3270 -5.4546 -5.8430
H -4.3090 -4.1142 -4.2463
C -7.6921 -2.9015 -6.2226
O -7.3574 -4.2653 -6.4151
H -8.5261 -2.6572 -6.8794
H -7.9898 -2.7306 -5.1845
H -6.8394 -2.2646 -6.4753
H -6.6159 -4.4609 -5.8244
C -2.9372 -6.2997 -2.0754
O -2.7945 -5.1270 -2.8693
H -3.7811 -6.8674 -2.4594
H -2.0345 -6.9135 -2.1355
H -3.1287 -6.0335 -1.0327
H -2.0465 -4.6271 -2.5239
C 7.5688 -0.3468 -6.2645
O 8.6448 0.1751 -7.0388
H 6.7333 -0.5449 -6.9315
H 7.8695 -1.2788 -5.7786
H 7.2625 0.3778 -5.5077
H 9.3746 0.3450 -6.4342
C -1.5693 -0.8785 9.5015
O -2.2676 -1.2392 8.3048
H -0.5367 -0.6731 9.2442
H -2.0101 0.0105 9.9389
H -1.6059 -1.7055 10.2172
H -3.1824 -1.4180 8.5444
C -11.5787 -1.8598 -7.9543
O -11.5543 -3.2308 -7.5763
H -12.6075 -1.5090 -7.9279
H -10.9819 -1.2661 -7.2561
H -11.1871 -1.7445 -8.9687
H -10.6343 -3.5152 -7.6094
C 12.6361 0.4549 -6.1560
O 11.8497 0.7932 -5.0136
H 11.9767 0.0514 -6.9205
H 13.1347 1.3461 -6.5443
H 13.3809 -0.2981 -5.8878
H 12.4500 1.1493 -4.3510
C -1.0890 3.0025 10.6786
O -0.6213 1.8117 10.0486
H -1.9431 2.7425 11.2992
H -0.3082 3.4348 11.3086
H -1.4007 3.7341 9.9294
H 0.1341 2.0541 9.5022
```

As for the gap between HOMO and LUMO: 0.3102 Ha. The lowest unoccupied orbital energy comes out at 0.147 eV.

---

No. 2
Below is a cluster of 5 separate species, C32H89N14O7P4 in total, with properties calculated with ωB97M-V with the def2-TZVPD basis set.

XYZ file:
```
146
C32H89N14O7P4 ωB97M-V with the def2-TZVPD basis set
C 2.8102 2.1509 -2.7827
C 1.6500 3.0524 -3.5650
O 0.4929 2.2615 -4.0134
C -0.7517 2.6535 -3.3314
C -1.9959 2.3129 -4.3498
C -3.3874 1.8567 -3.6061
N -3.1914 0.3726 -3.2308
C -3.7299 2.6602 -2.2203
N -4.1743 4.0943 -2.3969
C -3.1520 5.0962 -1.9076
C -4.5710 1.8803 -4.7397
O -4.7075 2.9387 -5.5753
O -5.5296 0.7494 -4.9712
H 3.6241 2.9205 -2.3878
H 3.3684 1.3993 -3.4848
H 2.3774 1.6216 -1.8046
H 1.3948 3.9420 -2.8459
H 2.1879 3.4705 -4.5451
H -0.8277 2.0368 -2.3197
H -0.7584 3.8168 -3.1655
H -1.6870 1.3989 -5.0531
H -2.1315 3.2402 -5.0656
H -2.4192 0.2641 -2.5360
H -3.0142 -0.1810 -4.1076
H -2.8178 2.6670 -1.4537
H -4.6081 2.0968 -1.6568
H -4.5202 4.3035 -3.3586
H -2.6920 4.8569 -0.8581
H -3.7349 6.1315 -1.7928
H -2.2759 5.3039 -2.6642
O 2.9348 1.0488 0.7928
P 3.1350 1.0602 2.3281
N 4.7220 1.6295 2.1763
C 5.9638 0.9424 2.4570
C 4.9215 2.9654 1.6289
N 3.1332 -0.6612 2.4488
C 4.1942 -1.4850 3.0114
C 2.4821 -1.4161 1.3725
N 3.3651 1.0733 4.0931
C 2.0593 0.8186 4.7472
C 3.8928 2.2866 4.7379
H 5.9545 0.4557 3.4357
H 6.8228 1.6230 2.4967
H 6.1798 0.1987 1.6850
H 4.7016 3.7217 2.3865
H 4.2632 3.1510 0.7749
H 5.9427 3.1403 1.2730
H 5.0220 -1.6152 2.3096
H 3.8195 -2.4843 3.2616
H 4.5801 -1.0952 3.9564
H 3.1226 -1.4713 0.4824
H 1.5270 -0.9601 1.0967
H 2.2466 -2.4407 1.6810
H 1.3531 1.6318 4.5438
H 2.1736 0.7127 5.8328
H 1.6020 -0.1117 4.3947
H 3.3122 3.1733 4.4581
H 4.9434 2.4650 4.4989
H 3.8725 2.1885 5.8298
O 0.1561 -2.9730 -1.6198
P -1.2460 -3.5865 -1.8552
N -0.8177 -5.0187 -1.0607
C -0.6251 -6.3413 -1.6141
C -0.5269 -4.9504 0.3658
N -1.0035 -3.7581 -3.5550
C -1.0947 -4.9963 -4.3162
C 0.0046 -2.8995 -4.1866
N -2.8577 -4.2918 -2.1258
C -3.7544 -3.2417 -2.6654
C -3.5845 -4.8762 -0.9871
H -1.4511 -6.6414 -2.2640
H -0.5856 -7.1198 -0.8426
H 0.3134 -6.3962 -2.1728
H -1.4552 -4.8868 0.9389
H 0.0743 -4.0696 0.6107
H 0.0323 -5.8165 0.7365
H -0.1945 -5.6066 -4.2073
H -1.2190 -4.7875 -5.3851
H -1.9703 -5.5944 -4.0527
H 1.0196 -3.2724 -3.9961
H -0.0720 -1.8715 -3.8208
H -0.1342 -2.8421 -5.2719
H -3.9102 -2.4432 -1.9310
H -4.7290 -3.6588 -2.9466
H -3.3445 -2.7823 -3.5707
H -3.6515 -4.1708 -0.1506
H -3.1289 -5.8022 -0.6298
H -4.6008 -5.1652 -1.2798
O 4.8691 5.8822 -2.3767
P 4.4654 6.9031 -1.2847
N 4.2613 8.1346 -2.4282
C 5.0572 9.3253 -2.6321
C 3.1917 7.9899 -3.4076
N 6.0538 6.9761 -0.6143
C 6.8667 8.1741 -0.4571
C 6.9475 5.8392 -0.8617
N 4.0014 8.0768 -0.0295
C 3.8200 7.3572 1.2539
C 2.7739 8.8690 -0.2080
H 5.2404 9.8644 -1.6991
H 4.5615 10.0581 -3.2802
H 6.0136 9.0780 -3.1012
H 2.2267 8.2258 -2.9521
H 3.1354 6.9668 -3.7915
H 3.3129 8.6394 -4.2815
H 7.3370 8.4716 -1.3978
H 7.6702 8.0064 0.2696
H 6.3055 9.0191 -0.0510
H 7.3655 5.8760 -1.8763
H 6.4203 4.8904 -0.7274
H 7.7839 5.8196 -0.1541
H 2.9814 6.6539 1.1945
H 3.6370 8.0570 2.0783
H 4.7118 6.7850 1.5294
H 1.9103 8.2272 -0.4177
H 2.8645 9.6079 -1.0071
H 2.5572 9.4603 0.6895
O -4.9763 -5.9754 1.5999
P -5.5973 -6.1845 3.0028
N -4.0725 -6.3622 3.7163
C -3.4690 -7.5473 4.2856
C -3.1805 -5.2096 3.7231
N -6.2469 -7.7323 2.6025
C -5.9765 -8.9840 3.2960
C -6.4695 -8.0281 1.1829
N -6.3112 -6.4249 4.6156
C -7.7629 -6.1329 4.5440
C -5.8098 -5.6283 5.7471
H -4.1413 -8.0617 4.9772
H -2.5788 -7.3211 4.8849
H -3.1581 -8.2412 3.4996
H -3.4828 -4.5015 4.4986
H -3.2016 -4.6808 2.7654
H -2.1328 -5.4729 3.9053
H -5.0092 -9.4052 3.0105
H -6.7406 -9.7333 3.0584
H -6.0208 -8.8864 4.3834
H -5.5285 -8.2836 0.6782
H -6.9279 -7.1762 0.6727
H -7.1621 -8.8662 1.0472
H -7.9398 -5.0777 4.3062
H -8.2623 -6.3706 5.4911
H -8.2613 -6.7326 3.7754
H -5.8235 -4.5561 5.5189
H -4.7973 -5.9114 6.0429
H -6.4160 -5.8002 6.6443
```

As for the gap between HOMO and LUMO: 0.1456 Ha. The charge is -1. The lowest unoccupied orbital energy comes out at 0.130 eV.

---

| no. | calculated total energy (hartree) |
| --- | --- |
| 1 | -3537.386836 |
| 2 | -3930.758042 |